[1]
9
Properties=species:S:1:pos:R:3:forces:R:3 method="wB97M-V/def2-TZVPD" spin_multiplicity=3 homo_energy_ev="-8.24 / -8.58" s2=2.020 homo_lumo_gap_ha="0.2784 / 0.2172" mol_weight_g_mol=347.0
C 1.3961 -0.1740 -0.1546 0.8 -1.0 -0.4
N 0.0047 0.0553 -0.4470 -0.9 2.3 -2.4
S -1.2670 -2.1502 0.9097 -0.4 0.0 0.1
S -0.8881 1.1548 -1.1298 1.8 -1.4 1.4
I -3.0783 -0.8453 0.3725 -0.2 -0.5 0.3
I -1.4214 2.9626 0.5445 0.1 0.1 -0.1
H 1.8165 -0.9599 -0.8778 -0.5 1.4 0.7
H 2.1364 0.6603 0.0148 -1.2 -0.4 -0.5
H 1.3010 -0.7037 0.7677 0.6 -0.4 0.9



[2]
7
Properties=species:S:1:pos:R:3:forces:R:3 method="wB97M-V/def2-TZVPD" homo_energy_ev=-8.61 homo_lumo_gap_ha=0.3094 mol_weight_g_mol=170.0 smiles=C#N.NI
C 1.4361 -1.5416 -0.8310 1.1 -2.8 -1.2
N 1.3345 -0.4929 -0.4309 -0.4 2.2 0.8
H 1.7328 -2.5074 -1.2370 -0.5 0.6 0.3
N -0.8959 1.3734 0.8003 2.1 -2.7 -1.1
I -1.9707 -0.4572 0.5100 0.9 1.8 0.1
H -0.1131 1.5649 0.0939 -2.2 -0.4 1.3
H -1.5237 2.0607 1.0946 -0.9 1.3 -0.2